[1]
Formula: C30H21F5MnNP2S
Source: OMol25
Level of theory: ωB97M-V/def2-TZVPD

- total charge = +2
- largest force on an atom (Eh/bohr) = 0.0429
- HOMO (alpha / beta) (eV) = -14.24 / -14.54
- spin multiplicity = 5

Atoms and positions in Å:
Mn: 0.679 -1.667 -0.294
N: -0.689 0.900 0.525
P: -1.370 -0.634 0.216
C: -2.621 -0.854 1.476
C: -3.931 -1.175 1.114
C: -4.892 -1.301 2.103
C: -4.544 -1.143 3.438
C: -3.232 -0.852 3.798
C: -2.263 -0.713 2.822
C: -2.207 -0.551 -1.383
C: -2.017 -1.613 -2.269
C: -2.692 -1.633 -3.478
C: -3.551 -0.589 -3.794
C: -3.734 0.473 -2.916
C: -3.063 0.499 -1.704
P: 1.015 0.903 0.134
C: 0.872 0.955 -1.688
C: 1.262 -0.173 -2.419
C: 1.023 -0.242 -3.787
C: 0.411 0.825 -4.422
C: 0.058 1.964 -3.705
C: 0.274 2.028 -2.338
C: 1.581 2.542 0.626
C: 2.878 2.879 0.228
C: 3.390 4.126 0.536
C: 2.619 5.027 1.260
C: 1.336 4.689 1.664
C: 0.814 3.440 1.364
H: -0.920 1.285 1.436
H: -4.192 -1.323 0.075
H: -5.914 -1.524 1.831
H: -5.297 -1.261 4.205
H: -2.975 -0.740 4.842
H: -1.235 -0.510 3.102
H: -1.365 -2.441 -1.987
H: -2.566 -2.456 -4.169
H: -4.095 -0.611 -4.728
H: -4.411 1.276 -3.174
H: -3.206 1.313 -1.004
H: 1.917 -0.938 -1.977
H: 1.330 -1.112 -4.353
H: 0.231 0.778 -5.487
H: -0.382 2.807 -4.222
H: 0.000 2.910 -1.772
H: 3.472 2.163 -0.330
H: 4.385 4.399 0.213
H: 3.026 5.993 1.526
H: 0.737 5.402 2.214
H: -0.189 3.198 1.689
F: 6.353 -3.693 2.236
C: 5.075 -3.404 2.162
C: 4.488 -3.206 0.914
F: 5.201 -3.293 -0.193
C: 3.152 -2.892 0.885
F: 2.515 -2.626 -0.322
C: 2.359 -2.763 2.012
S: 0.653 -2.377 1.855
C: 2.970 -2.954 3.247
F: 2.253 -2.819 4.349
C: 4.321 -3.268 3.323
F: 4.897 -3.422 4.494

Atomic partial charges in e from the natural (NBO) method, atoms 1 to 2: Mn 1.18; N -1.22



[2]
Formula: C4H6O2
Source: OMol25
Level of theory: ωB97M-V/def2-TZVPD

- largest force on an atom (Eh/bohr) = 0.0094
- HOMO (eV) = -8.72
- spin multiplicity = 1
- relative energy (zero: lowest compared OMol25 entry of this formula, charge and spin) (kJ/mol) = 422.6

Atoms and positions in Å:
O: 1.631 0.447 0.286
C: 1.539 -0.468 1.209
C: 0.373 0.763 -0.385
C: -0.410 -0.445 -0.891
C: -1.351 -0.109 0.273
O: -0.621 1.117 0.526
H: 2.578 -0.492 1.618
H: 0.652 1.570 -1.067
H: 0.118 -1.397 -0.833
H: -0.842 -0.295 -1.883
H: -1.270 -0.788 1.125
H: -2.396 0.098 0.025

Atomic partial charges in e from the natural (NBO) method, atoms 1 to 2: O -0.49; C 0.08